Entry from OMol25: a molecular structure, C34H24Cl4N6O2S3V (ωB97M-V/def2-TZVPD).

Values from the calculation:
ΔE to the lowest compared entry with this formula, charge and spin = 0.000 eV
Frontier orbital gap (alpha / beta) = 4.57 / 6.73 eV
Multiplicity = 4
Total charge = -2
HOMO (alpha / beta) = -0.38 / -2.54 eV
LUMO (alpha / beta) = 4.185 / 4.185 eV

Each line ends with the Mulliken charge.
CARTESIAN COORDINATES (ANGSTROEM)
V (0.023601, 1.023351, 0.285380)  1.14
C (-1.558761, -3.153224, 2.265135)  -1.13
N (-1.941832, -2.474157, 1.051722)  1.56
C (-1.967453, -3.283810, -0.140030)  -1.33
C (-0.595271, -3.839704, -0.513948)  -1.52
N (0.473819, -2.863480, -0.704546)  1.78
C (1.734906, -3.379659, -0.206908)  -1.62
C (0.564618, -2.294885, -2.016052)  -1.02
C (1.431543, -2.876406, -2.944685)  -0.24
C (1.608340, -2.360874, -4.216987)  -0.97
C (0.885621, -1.237642, -4.591334)  -0.66
C (0.011608, -0.658492, -3.687443)  -0.70
C (-0.169495, -1.148464, -2.383744)  0.63
S (-1.295629, -0.281398, -1.342143)  -0.60
C (-2.965694, -1.507018, 1.184596)  -0.70
C (-4.245238, -1.751373, 0.688945)  -0.12
C (-5.239445, -0.784960, 0.738722)  -0.83
C (-4.961665, 0.450507, 1.301249)  -0.75
C (-3.694629, 0.704242, 1.807020)  -0.36
C (-2.678892, -0.251007, 1.761466)  0.51
S (-1.072585, 0.177101, 2.352618)  -0.64
H (-2.215431, -4.016463, 2.487440)  0.24
H (-1.601147, -2.453533, 3.096525)  0.42
H (-0.529280, -3.514673, 2.199656)  0.15
H (-2.340176, -2.661257, -0.952551)  0.57
H (-2.640374, -4.162148, -0.046463)  0.32
H (-0.719664, -4.465575, -1.413424)  0.30
H (-0.270173, -4.516454, 0.280100)  0.74
H (2.026592, -4.352791, -0.639997)  0.45
H (1.663396, -3.512426, 0.874486)  0.36
H (2.533657, -2.667273, -0.408545)  0.47
H (1.998849, -3.752219, -2.652591)  0.36
H (2.310019, -2.825865, -4.899005)  0.37
H (1.010925, -0.801877, -5.575878)  0.38
H (-0.548451, 0.225667, -3.964463)  0.44
H (-4.457357, -2.712176, 0.234757)  0.33
H (-6.220375, -0.996799, 0.328453)  0.36
H (-5.713998, 1.229997, 1.323851)  0.38
H (-3.453695, 1.680898, 2.208660)  0.44
S (7.278439, 0.174885, -2.128194)  -0.13
N (5.991521, 0.983804, -2.813048)  -0.88
C (4.951762, 0.757373, -2.001679)  0.63
C (3.625175, 1.271441, -2.192383)  0.24
C (3.263443, 2.088830, -3.274778)  -0.59
C (1.975691, 2.550910, -3.379769)  -1.18
C (1.040713, 2.200669, -2.396638)  -0.40
N (1.357992, 1.433579, -1.376718)  0.71
C (2.613301, 0.950314, -1.260424)  -0.40
C (2.900652, 0.121060, -0.133294)  -0.39
N (1.886355, -0.146240, 0.723885)  0.77
C (2.120143, -0.869753, 1.797926)  -0.46
C (3.394905, -1.381264, 2.088506)  -1.00
C (4.433810, -1.134191, 1.229102)  -0.57
C (4.212601, -0.364387, 0.074567)  0.59
C (5.243599, -0.052626, -0.871960)  0.74
N (6.515848, -0.465905, -0.791501)  -0.87
H (4.022632, 2.338780, -4.005140)  0.51
H (1.670016, 3.182442, -4.203285)  0.40
H (0.011478, 2.540123, -2.425875)  0.66
H (1.263624, -1.051258, 2.436804)  0.28
H (3.536140, -1.966474, 2.987810)  0.40
H (5.432456, -1.510337, 1.412589)  0.48
Cl (-3.084207, 6.684634, 2.215104)  -0.26
C (-1.883735, 5.458152, 1.949544)  0.28
C (-0.672424, 5.510954, 2.619198)  0.32
Cl (-0.340897, 6.807847, 3.726418)  -0.25
C (0.291243, 4.511488, 2.406780)  0.13
Cl (1.818758, 4.556277, 3.222643)  -0.25
C (0.045087, 3.461537, 1.535952)  -0.15
O (0.883939, 2.495478, 1.252607)  -0.42
C (-1.203696, 3.409425, 0.841819)  0.25
O (-1.351433, 2.417825, 0.000703)  -0.64
C (-2.145819, 4.408947, 1.055453)  0.18
Cl (-3.648366, 4.303784, 0.202914)  -0.22

Forces on atoms 1 to 2 (eV/Å):
-0.1272 -0.4361 0.3406
0.0021 0.0336 -0.0516

=====

Entry from OMol25: 9 unconnected molecules or ions with the total composition C31H82N2O13 (ωB97M-V/def2-TZVPD).

Values from the calculation:
ΔE to the lowest compared entry with this formula, charge and spin = 0.000 eV
Frontier orbital gap = 8.64 eV
Multiplicity = 1
HOMO = -8.32 eV
LUMO = 0.319 eV

Each line ends with the Mulliken charge.
CARTESIAN COORDINATES (ANGSTROEM)
C (-1.605796, -0.971965, -6.141301)  -0.47
C (-1.548740, -2.410412, -5.662531)  -0.24
O (-2.626803, -2.622014, -4.739442)  -0.52
O (-1.295464, -0.055104, -5.112922)  -0.36
H (-2.635824, -0.773030, -6.450963)  0.31
H (-0.977608, -0.889843, -7.037225)  0.31
H (-0.607746, -2.592007, -5.131978)  0.13
H (-1.620914, -3.096858, -6.506261)  0.37
H (-2.240138, -2.837087, -3.888730)  0.27
H (-1.808873, 0.752335, -5.158810)  0.21
C (1.925785, 0.603143, -3.685647)  -0.55
C (2.777135, 1.548843, -2.817237)  0.11
O (2.021282, 2.722054, -2.609599)  -0.60
O (0.589432, 0.529782, -3.165973)  -0.10
H (2.310574, -0.426281, -3.631277)  0.23
H (1.896867, 0.905985, -4.738076)  0.48
H (3.709867, 1.798611, -3.319663)  0.48
H (3.049816, 0.973728, -1.925765)  -0.26
H (1.128376, 2.431096, -2.383190)  0.21
H (0.059522, 0.165990, -3.900642)  -0.03
C (-2.668973, -3.065239, 2.596691)  -0.22
O (-2.492263, -2.180823, 3.709874)  -0.49
C (-1.613616, -1.123675, 3.505204)  -0.23
C (-0.111029, -1.504980, 3.494405)  0.36
N (0.378546, -1.628559, 4.834324)  -0.15
C (1.670535, -2.228071, 5.048020)  -0.89
C (2.751530, -1.187432, 5.363211)  0.66
O (3.955604, -1.915420, 5.590645)  -0.34
C (5.019818, -1.036518, 5.902128)  -0.64
H (-3.207655, -3.902714, 3.029650)  0.28
H (-1.698931, -3.381007, 2.213432)  0.18
H (-3.259255, -2.549085, 1.837944)  -0.06
H (-1.690769, -0.419631, 4.341776)  0.65
H (-1.767759, -0.460233, 2.642082)  -0.24
H (0.426647, -0.713590, 2.959549)  -0.31
H (-0.046894, -2.415228, 2.875396)  0.10
H (-0.308252, -1.806251, 5.543261)  0.30
H (2.067021, -2.814532, 4.214076)  0.27
H (1.580410, -2.889762, 5.914255)  0.35
H (2.488812, -0.606751, 6.255543)  0.29
H (2.922807, -0.509880, 4.519323)  -0.49
H (4.904583, -0.710415, 6.942820)  0.31
H (5.003424, -0.154796, 5.256879)  0.20
H (5.975772, -1.550221, 5.835364)  0.23
C (1.743603, 1.408593, 1.651203)  -0.42
O (2.636888, 1.133548, 2.703887)  -0.53
C (3.949670, 0.806714, 2.283153)  0.33
C (4.706012, 1.911139, 1.603169)  -1.29
N (4.409379, 2.067181, 0.183620)  0.25
C (5.174457, 3.166118, -0.427970)  -0.95
C (4.438655, 4.479914, -0.152169)  0.11
O (5.084240, 5.601081, -0.737410)  -0.45
C (5.045687, 5.602312, -2.147729)  -0.59
H (0.795688, 1.597043, 2.168337)  0.31
H (1.516817, 0.540518, 1.021401)  0.32
H (1.994126, 2.242992, 0.995734)  -0.06
H (3.885105, -0.061141, 1.609138)  0.16
H (4.504132, 0.541215, 3.184266)  -0.10
H (5.785565, 1.867976, 1.833540)  0.57
H (4.475962, 2.841644, 2.143903)  0.33
H (4.776738, 1.223187, -0.253893)  0.12
H (5.356846, 3.054825, -1.495928)  0.49
H (6.185756, 3.163703, 0.004813)  0.22
H (4.477329, 4.683695, 0.917664)  0.24
H (3.382854, 4.437010, -0.431715)  0.04
H (5.482592, 6.531787, -2.501644)  0.29
H (4.005942, 5.570981, -2.495049)  0.22
H (5.563349, 4.748013, -2.588589)  0.28
C (-1.549880, 0.159415, -0.028791)  -0.86
C (-0.987736, -1.199022, -0.466021)  0.77
C (-1.628991, -1.592085, -1.786553)  -1.33
O (0.425010, -1.123097, -0.640050)  -0.06
H (-1.521210, 0.807037, -0.901848)  0.69
H (-0.931553, 0.549199, 0.785791)  0.03
H (-2.505815, 0.088666, 0.492687)  -0.08
H (-1.267255, -1.927660, 0.295363)  -0.11
H (-2.671625, -1.882939, -1.627284)  0.35
H (-1.122851, -2.463672, -2.212987)  0.16
H (-1.597548, -0.780297, -2.508939)  0.39
H (0.593308, -0.530103, -1.391931)  -0.02
C (-5.964888, 2.078222, 2.163980)  -1.38
C (-5.167102, 1.322282, 1.097936)  1.30
C (-6.107318, 0.746083, 0.042257)  -1.38
O (-4.231958, 2.159315, 0.439748)  -0.55
H (-6.375647, 1.444236, 2.949874)  0.35
H (-6.739038, 2.710268, 1.726994)  0.31
H (-5.289987, 2.766407, 2.686358)  0.37
H (-4.659347, 0.492441, 1.609042)  -0.22
H (-6.520543, 1.556768, -0.568066)  0.41
H (-6.945692, 0.158086, 0.402678)  0.38
H (-5.465491, 0.234270, -0.681943)  0.18
H (-3.418497, 2.057414, 0.944767)  0.23
C (2.055777, -4.017298, -1.481465)  -1.09
C (3.397689, -3.274247, -1.565786)  0.60
C (3.973458, -3.428085, -2.952437)  -1.33
O (3.177113, -1.889833, -1.292027)  -0.51
H (2.131858, -5.095988, -1.354628)  0.45
H (1.402119, -3.735561, -2.316103)  0.10
H (1.416617, -3.668100, -0.659636)  0.22
H (4.009361, -3.728981, -0.782700)  0.26
H (4.736266, -2.683129, -3.188132)  0.36
H (3.216483, -3.253506, -3.723988)  0.22
H (4.355595, -4.433157, -3.133126)  0.39
H (2.298766, -1.803248, -0.900386)  0.33
C (-5.646709, -2.837669, -0.530395)  -1.01
C (-5.509907, -4.260452, -1.093252)  0.68
C (-5.745942, -5.342034, -0.079859)  -1.36
O (-6.438029, -4.433069, -2.156727)  -0.56
H (-4.826623, -2.503332, 0.116827)  -0.06
H (-6.468587, -2.841467, 0.192237)  0.49
H (-5.590021, -2.149842, -1.371228)  0.43
H (-4.492013, -4.327840, -1.490475)  0.14
H (-6.769592, -5.274836, 0.307433)  0.33
H (-5.143758, -5.279310, 0.835767)  0.26
H (-5.597415, -6.353022, -0.456293)  0.34
H (-7.252516, -3.965080, -1.947262)  0.35
C (-0.902560, 3.766960, -0.319262)  -0.13
C (-0.427237, 4.724081, 0.777842)  0.59
C (-0.018180, 6.041271, 0.074252)  -1.30
O (-1.480361, 4.986848, 1.690771)  -0.60
H (-1.676675, 4.296817, -0.872224)  0.64
H (-1.340390, 2.876657, 0.133934)  -0.17
H (-0.015150, 3.464362, -0.874636)  -0.46
H (0.496908, 4.380160, 1.239294)  0.16
H (-0.709234, 6.365406, -0.701203)  0.37
H (0.929609, 5.827669, -0.440969)  0.21
H (0.259866, 6.815415, 0.788854)  0.37
H (-2.313186, 5.040010, 1.213571)  0.36

Forces on atoms 1 to 2 (eV/Å):
-0.8708 -0.3779 -0.7692
-0.2345 0.5940 1.1220

=====

Entry from OMol25: 3 unconnected molecules or ions with the total composition C29H51NO9S2 (ωB97M-V/def2-TZVPD).

Values from the calculation:
Frontier orbital gap = 8.38 eV
Multiplicity = 1
HOMO = -9.28 eV
LUMO = -0.897 eV

Each line ends with the Mulliken charge.
CARTESIAN COORDINATES (ANGSTROEM)
C (1.127493, -3.402791, -3.950981)  -0.56
C (-0.348306, -3.649208, -3.325939)  -0.57
C (-0.574121, -5.162633, -2.810921)  -0.86
C (0.103683, -5.409707, -1.343486)  0.67
C (1.123376, -6.674385, -1.399170)  -1.14
C (1.881277, -6.832532, 0.009818)  0.59
C (0.918115, -7.295650, 1.225966)  -0.91
C (1.215080, -6.463369, 2.595823)  -0.44
C (0.396373, -5.067017, 2.640799)  -0.94
C (1.173451, -3.821152, 1.992160)  0.64
C (2.667551, -3.587496, 2.534393)  -0.59
C (3.831462, -3.815127, 1.457300)  -0.74
C (3.552198, -3.161123, 0.009651)  -0.11
C (4.825688, -2.466951, -0.670898)  -0.69
C (4.981504, -0.893095, -0.394610)  -0.86
N (3.824462, -0.251294, 0.282360)  0.39
C (3.096158, 0.798549, -0.419258)  0.57
O (3.229297, 1.220933, -1.602028)  -0.64
C (2.031315, 1.249942, 0.693081)  -0.03
C (0.792488, 2.159445, 0.599698)  -0.45
C (-0.043607, 2.330786, 1.916310)  -0.32
C (0.349132, 1.652771, 3.270684)  -0.64
C (1.629574, 0.765540, 3.324988)  0.10
O (2.105922, 0.120379, 4.504491)  -0.51
C (2.447185, 0.583351, 2.030003)  0.67
C (3.796707, -0.237923, 1.740244)  0.21
O (4.581094, -0.701552, 2.591756)  -0.57
H (1.776801, -2.813754, -3.198825)  -0.04
H (1.091271, -2.754058, -4.904353)  0.31
H (1.606761, -4.427611, -4.167977)  0.21
H (-0.524118, -2.867345, -2.505430)  0.32
H (-1.117698, -3.468237, -4.152264)  0.36
H (-1.693647, -5.327681, -2.674001)  0.30
H (-0.071012, -5.871004, -3.549634)  0.32
H (0.778708, -4.489945, -1.177310)  -0.44
H (-0.691858, -5.526424, -0.521609)  0.21
H (0.628711, -7.634142, -1.768448)  0.34
H (1.932060, -6.360880, -2.167148)  0.33
H (2.273253, -5.783095, 0.287252)  -0.74
H (2.811796, -7.507094, -0.067063)  0.43
H (1.189326, -8.391932, 1.472661)  0.35
H (-0.193148, -7.303263, 0.948531)  0.30
H (0.813428, -7.118666, 3.456036)  0.34
H (2.347084, -6.338916, 2.643365)  0.26
H (-0.035031, -4.843524, 3.690326)  0.35
H (-0.537634, -5.242314, 1.977555)  0.31
H (0.570419, -2.876803, 2.288396)  0.34
H (1.074102, -3.910218, 0.860823)  -0.62
H (2.724949, -2.573731, 3.081548)  -0.03
H (2.836617, -4.376901, 3.365145)  0.41
H (4.798602, -3.368742, 1.891829)  0.47
H (4.022336, -4.948875, 1.326718)  0.43
H (2.620917, -2.507251, 0.084281)  0.34
H (3.258758, -4.043596, -0.681466)  -0.07
H (5.760247, -3.038867, -0.302522)  0.33
H (4.715439, -2.614589, -1.807707)  0.32
H (5.908483, -0.741312, 0.273690)  0.30
H (5.251758, -0.389834, -1.397654)  0.38
H (0.513314, 2.665915, -0.389372)  0.22
H (-0.988356, 2.965717, 1.923910)  0.36
H (-0.251534, 1.774609, 4.231253)  0.37
H (1.763932, -0.800024, 4.466939)  0.33
O (-1.379366, 5.071377, -3.113397)  -0.69
S (-0.492938, 5.543277, -2.080995)  1.27
O (-0.713872, 5.242643, -0.691015)  -0.55
O (-0.300620, 7.140335, -2.246019)  -0.27
C (-1.464390, 7.967374, -2.264948)  -0.34
C (-2.043388, 8.151823, -0.874882)  -0.83
C (1.163451, 5.075332, -2.497590)  -0.95
H (-2.211936, 7.565025, -2.954811)  0.31
H (-1.156135, 8.939960, -2.656162)  0.27
H (-2.440069, 7.211308, -0.486615)  0.11
H (-2.856967, 8.880218, -0.887842)  0.41
H (-1.273736, 8.490746, -0.176512)  0.28
H (1.354182, 5.335024, -3.537950)  0.35
H (1.251326, 3.997523, -2.356520)  0.34
H (1.853840, 5.594184, -1.832996)  0.31
O (-6.285215, 8.077998, 0.935391)  -0.63
S (-7.185862, 6.968258, 1.114320)  1.22
O (-7.260012, 6.242733, 2.353912)  -0.61
O (-6.966562, 5.917199, -0.095312)  -0.28
C (-5.652091, 5.410144, -0.327328)  -0.18
C (-5.270397, 4.356199, 0.695219)  -1.06
C (-8.820194, 7.481724, 0.666816)  -0.93
H (-4.922405, 6.224914, -0.347189)  0.21
H (-5.656285, 4.957209, -1.321742)  0.27
H (-5.172596, 4.792148, 1.691704)  0.30
H (-4.315942, 3.893361, 0.434976)  0.37
H (-6.037926, 3.580078, 0.755881)  0.31
H (-8.779829, 7.998565, -0.291106)  0.31
H (-9.181467, 8.155891, 1.443623)  0.37
H (-9.462183, 6.603121, 0.609382)  0.32

Forces on atoms 1 to 2 (eV/Å):
-0.1540 0.1419 0.4829
0.1128 -0.1734 -0.6447